[1]
23
Properties=species:S:1:pos:R:3 method="wB97M-V/def2-TZVPD" de_lowest_kcal_mol=103.20 charge=0 homo_energy_ev="-8.120 / -8.121" energy_ha=-479.63208 smiles="[H]/N=C(/CC)C(=C)O.C=CO" homo_lumo_gap_ev="8.594 / 8.595"
H -1.00 -2.47 0.19
N -1.28 -1.60 -0.26
C -0.54 -0.58 0.04
C -1.22 0.68 0.55
C -2.59 0.91 -0.08
C 0.81 -0.87 0.83
C 1.33 -0.13 1.82
O 1.28 -2.13 0.56
H -1.34 0.59 1.64
H -0.55 1.53 0.36
H -3.27 0.11 0.20
H -3.00 1.86 0.25
H -2.53 0.92 -1.17
H 2.19 -0.46 2.38
H 0.96 0.85 2.05
H 2.04 -2.32 1.12
C 0.35 0.03 -1.91
C 1.57 0.33 -1.36
O 1.80 1.56 -0.84
H -0.30 0.86 -2.18
H 0.27 -0.85 -2.52
H 2.39 -0.39 -1.34
H 2.63 1.56 -0.34


[2]
23
Properties=species:S:1:pos:R:3 method="wB97M-V/def2-TZVPD" de_lowest_kcal_mol=110.80 charge=0 homo_energy_ev=-9.299 energy_ha=-479.61997 homo_lumo_gap_ev=8.300
C -1.04 -1.21 -0.55
C 1.43 -1.54 0.45
C 0.05 -1.03 0.79
C -0.52 -1.36 1.96
O -2.19 -0.56 -0.39
H -1.96 0.42 0.21
H -0.40 -0.84 -1.37
H -1.16 -2.29 -0.61
H 1.70 -1.30 -0.58
H 2.18 -1.06 1.08
H 1.49 -2.62 0.56
H 0.00 -1.93 2.72
H -1.51 -1.00 2.21
C -0.30 1.98 -1.62
C 0.59 1.46 -0.52
C -0.08 1.03 0.77
N 1.86 1.38 -0.55
O -1.34 1.29 0.91
H 2.25 1.66 -1.45
H 0.58 1.17 1.62
H 0.26 2.15 -2.53
H -1.12 1.29 -1.82
H -0.76 2.91 -1.29


[3]
25
Properties=species:S:1:pos:R:3 method="wB97M-V/def2-TZVPD" charge=+1 homo_energy_ev="-10.484 / -10.404" energy_ha=-911.31783 multiplicity=5 homo_lumo_gap_ev="6.772 / 6.550"
C -0.30 -0.71 -2.30
C -0.68 -1.71 -3.28
C 0.18 -2.82 -3.09
C 1.10 -2.50 -2.03
C 0.92 -1.15 -1.64
Os -0.17 1.92 0.12
P -0.69 3.67 -1.12
H -0.81 0.22 -2.06
H -1.47 -1.66 -4.03
H 0.11 -3.77 -3.65
H 1.54 -0.56 -0.97
H 1.80 -3.20 -1.63
H -1.74 4.64 -0.86
H -0.94 3.48 -2.54
H 0.47 4.55 -1.11
N 0.74 0.00 3.88
C -0.45 -0.51 3.10
C -0.36 0.27 1.86
O -1.31 0.47 1.03
O 0.74 0.88 1.65
H 1.55 -0.12 3.26
H 0.91 -0.44 4.78
H 0.59 1.01 4.04
H -0.37 -1.58 2.93
H -1.38 -0.37 3.66


[4]
24
Properties=species:S:1:pos:R:3 method="wB97M-V/def2-TZVPD" de_lowest_kcal_mol=43.73 charge=+1 homo_energy_ev="-11.175 / -12.020" energy_ha=-836.06543 multiplicity=5 homo_lumo_gap_ev="7.717 / 6.124"
C 0.07 1.01 -1.35
C 1.31 1.12 -2.26
C 2.34 1.79 -1.60
C 1.91 2.07 -0.26
C 0.53 1.70 -0.12
Os -1.13 -0.35 0.21
P -3.05 0.01 -0.76
H -0.92 1.25 -1.81
H 1.35 0.57 -3.18
H 3.33 2.01 -1.98
H -0.14 2.19 0.59
H 2.50 2.42 0.58
H -3.59 -1.22 -1.19
H -3.02 0.78 -1.97
H -4.14 0.58 -0.07
C -0.32 -2.42 2.30
C 0.09 -1.17 1.63
N 1.09 -1.33 0.68
O -0.19 0.02 2.10
H 0.58 -2.90 2.71
H -0.83 -3.01 1.54
H -1.01 -2.20 3.12
H 1.84 -0.66 0.57
H 1.39 -2.29 0.51


[5]
22
Properties=species:S:1:pos:R:3 method="wB97M-V/def2-TZVPD" de_lowest_kcal_mol=13.83 charge=+1 homo_energy_ev=-12.758 energy_ha=-670.28001 smiles="CCC[C@@]1([NH3+])C=CC=P1" homo_lumo_gap_ev=8.183
C 2.79 0.06 1.24
C 1.76 0.03 0.08
C 0.39 0.62 0.52
C -0.89 0.42 -0.43
N -0.61 0.90 -1.84
C -1.06 -1.14 -0.51
C -2.10 -1.54 0.26
C -3.05 -0.51 0.69
P -2.50 1.08 0.46
H 2.78 1.10 1.63
H 3.78 0.32 0.77
H 2.79 -0.67 1.96
H 1.68 -1.10 -0.21
H 2.10 0.66 -0.84
H 0.56 1.70 0.72
H -0.02 -0.06 1.34
H 0.40 0.76 -2.15
H -0.96 1.88 -2.00
H -1.19 0.39 -2.48
H -0.35 -1.76 -0.99
H -2.54 -2.50 0.27
H -3.76 -0.67 1.48


[6]
22
Properties=species:S:1:pos:R:3 method="wB97M-V/def2-TZVPD" de_lowest_kcal_mol=55.09 charge=0 homo_energy_ev=-8.633 energy_ha=-727.37132 smiles="CC=C(C)C.CN=C=S" homo_lumo_gap_ev=9.343
C 1.58 -0.46 1.60
C 1.26 -0.02 0.16
C 0.61 1.03 -0.33
C 0.27 1.08 -1.89
C 0.32 2.35 0.44
H 0.75 0.11 2.13
H 2.62 0.06 1.84
H 1.77 -1.49 1.78
H 1.57 -0.70 -0.57
H 0.20 2.05 -2.25
H -0.56 0.46 -2.15
H 1.12 0.71 -2.38
H 1.25 2.54 0.91
H -0.46 2.28 1.19
H -0.01 3.08 -0.25
C -1.47 -2.78 -0.10
N -1.66 -1.45 0.23
C -1.98 -0.32 0.16
S -2.73 1.02 0.05
H -0.76 -3.22 0.54
H -2.46 -3.40 0.06
H -1.21 -2.93 -1.18


[7]
22
Properties=species:S:1:pos:R:3 method="wB97M-V/def2-TZVPD" de_lowest_kcal_mol=81.22 charge=0 homo_energy_ev=-8.803 energy_ha=-618.68412 smiles="C#C[Si](C)(C)NCC=C" homo_lumo_gap_ev=9.733
C -0.99 -2.91 -2.53
C -0.92 -1.89 -1.91
Si -0.73 -0.18 -0.91
C -2.32 0.46 0.06
C -0.20 1.20 -2.17
N 0.30 -0.59 0.40
C 0.44 -0.05 1.70
C 1.66 0.82 1.76
C 2.89 0.42 2.02
H -1.20 -3.82 -2.86
H -2.43 -0.38 0.75
H -2.18 1.39 0.58
H -3.28 0.46 -0.48
H -0.69 0.90 -3.04
H -0.54 2.11 -1.72
H 0.88 1.26 -2.23
H 0.99 -1.39 0.29
H -0.45 0.60 1.85
H 0.58 -0.92 2.29
H 1.45 1.86 1.44
H 3.69 1.12 2.08
H 3.05 -0.47 2.61


[8]
21
Properties=species:S:1:pos:R:3 method="wB97M-V/def2-TZVPD" de_lowest_kcal_mol=139.81 charge=-1 homo_energy_ev=-2.134 energy_ha=-349.49901 homo_lumo_gap_ev=4.829
C 2.18 -1.79 -0.71
O 2.32 -2.11 -1.98
C 0.75 -2.03 -0.04
C -0.31 -0.91 -0.54
C 0.15 0.64 -0.24
C -0.51 1.36 1.05
C -2.20 1.84 0.28
C -1.38 2.59 1.12
H 2.56 -0.80 -0.55
H 2.86 -2.36 0.02
H 0.37 -3.15 -0.24
H 0.89 -1.81 1.08
H -1.29 -1.08 -0.11
H -0.40 -1.15 -1.64
H 1.23 0.81 -0.25
H -0.29 1.20 -1.11
H -1.08 0.48 1.60
H 0.42 1.57 1.53
H -3.08 1.19 0.72
H -1.01 3.49 0.88
H -2.18 2.01 -0.88


[9]
22
Properties=species:S:1:pos:R:3 method="wB97M-V/def2-TZVPD" de_lowest_kcal_mol=21.63 charge=0 homo_energy_ev=-8.778 energy_ha=-691.05458 smiles="C[C@@H]1C=C[C@H](C)[P@]1(C)=O" homo_lumo_gap_ev=9.662
C -1.48 -1.59 -1.16
C -0.94 -1.12 0.19
C -1.52 -0.03 0.85
C -0.86 1.14 0.82
C 0.47 1.31 0.06
C 0.43 2.10 -1.31
P 1.11 -0.39 -0.15
C 1.81 -0.82 1.47
O 1.85 -0.90 -1.31
H -0.67 -2.18 -1.63
H -1.58 -0.73 -1.90
H -2.38 -2.09 -0.90
H -0.83 -2.01 0.83
H -2.51 -0.24 1.23
H -1.12 2.02 1.37
H 1.13 1.83 0.84
H -0.66 2.28 -1.46
H 1.04 1.43 -2.00
H 1.06 2.98 -1.14
H 1.51 -1.80 1.62
H 2.99 -0.82 1.39
H 1.14 -0.36 2.29


[10]
22
Properties=species:S:1:pos:R:3 method="wB97M-V/def2-TZVPD" de_lowest_kcal_mol=81.81 charge=0 homo_energy_ev=-8.110 energy_ha=-1013.92503 smiles="CCPCCC(C)=C=S" homo_lumo_gap_ev=8.220
C -0.77 -1.39 -2.83
C -0.36 -0.02 -2.17
P -0.67 -0.19 -0.35
C 0.10 1.46 0.18
C 0.45 1.49 1.69
C 1.13 0.22 2.24
C 0.45 -0.96 2.98
C 2.42 0.18 2.10
S 4.02 0.15 1.81
H -0.12 -2.27 -2.72
H -1.77 -1.63 -2.72
H -0.74 -1.17 -4.05
H -0.82 0.84 -2.79
H 0.63 0.21 -2.35
H 0.52 -1.06 -0.02
H -0.56 2.24 0.06
H 1.11 1.39 -0.33
H 1.05 2.44 1.72
H -0.32 1.62 2.37
H 1.08 -1.69 3.16
H -0.32 -1.28 2.24
H 0.05 -0.51 4.00


[11]
22
Properties=species:S:1:pos:R:3 method="wB97M-V/def2-TZVPD" de_lowest_kcal_mol=59.43 charge=0 homo_energy_ev=-8.798 energy_ha=-1013.96071 smiles="C=C=C(C)CCP(C)S" homo_lumo_gap_ev=9.644
C 2.51 1.65 1.39
C 2.15 0.93 0.34
C 1.66 -0.03 -0.43
C 1.88 -0.05 -1.95
C 0.87 -1.08 0.24
C -0.63 -0.73 0.63
P -1.93 -0.66 -0.64
C -3.33 -0.52 0.57
S -1.83 1.41 -0.83
H 1.89 2.48 1.80
H 3.51 1.44 1.92
H 2.85 0.43 -2.25
H 0.89 0.44 -2.26
H 2.06 -1.08 -2.09
H 0.83 -2.02 -0.35
H 1.34 -1.26 1.21
H -1.04 -1.63 1.25
H -0.62 0.25 1.22
H -2.97 -0.48 1.58
H -3.89 0.33 0.31
H -4.07 -1.25 0.44
H -2.12 1.42 -2.11